[1]
84
Properties=species:S:1:pos:R:3 method="wB97M-V/def2-TZVPD" e_homo_ev="-1.0280 / -2.6466" s2=3.76 gap_ev="5.20 / 6.81" spin_multiplicity=4 total_charge=-2
V -0.20 0.09 -0.37
O -3.03 2.25 1.64
C -2.23 1.33 1.55
O -2.04 0.58 0.52
C -1.43 0.92 2.81
C -1.01 -0.56 2.72
C -0.76 -1.16 4.10
C 0.57 -0.47 4.49
C 0.85 0.37 3.24
O 0.32 -0.46 2.18
C -0.04 1.60 3.17
C 0.63 2.73 2.33
O -0.06 3.75 2.07
O 1.85 2.59 2.09
H -2.12 1.07 3.64
H -1.62 -1.15 2.04
H -0.64 -2.24 4.01
H -1.58 -0.97 4.79
H 1.36 -1.20 4.66
H 0.48 0.16 5.38
H 1.89 0.59 3.03
H -0.16 2.06 4.16
C 4.59 -0.48 -0.94
N 4.11 0.85 -0.62
C 4.68 1.34 0.64
C 2.70 0.98 -0.66
N 1.87 0.03 -0.58
N 2.33 2.30 -0.83
C 1.10 2.87 -0.51
N 1.13 4.24 -0.29
N 0.04 2.17 -0.46
H 5.67 -0.44 -1.09
H 4.12 -0.84 -1.85
H 4.39 -1.21 -0.14
H 5.76 1.48 0.51
H 4.50 0.63 1.45
H 4.22 2.28 0.93
H 2.29 -0.88 -0.42
H 3.11 2.94 -0.83
H 2.04 4.52 0.05
H 0.47 4.41 0.49
H -0.78 2.72 -0.23
O -1.80 1.67 -3.14
C -1.13 0.70 -3.39
N -0.92 0.26 -4.72
C 0.15 -0.71 -4.74
C 0.30 -0.99 -3.21
O 1.09 -1.83 -2.80
N -0.47 -0.13 -2.51
C -0.18 -1.99 -5.47
C -1.47 -2.25 -5.91
C -1.78 -3.45 -6.53
C -0.80 -4.41 -6.72
C 0.49 -4.17 -6.27
C 0.80 -2.97 -5.64
C 1.45 -0.06 -5.24
C 1.75 -0.05 -6.60
C 2.88 0.62 -7.07
C 3.71 1.28 -6.18
C 3.41 1.28 -4.83
C 2.29 0.61 -4.36
H -0.94 1.00 -5.39
H -2.24 -1.50 -5.74
H -2.79 -3.64 -6.87
H -1.04 -5.35 -7.20
H 1.26 -4.92 -6.39
H 1.80 -2.78 -5.27
H 1.11 -0.58 -7.29
H 3.10 0.61 -8.13
H 4.59 1.80 -6.55
H 4.05 1.79 -4.12
H 2.07 0.62 -3.30
F 0.89 -7.20 1.16
C 0.57 -5.92 0.86
C -0.75 -5.53 0.70
F -1.72 -6.46 0.85
C -1.08 -4.23 0.39
F -2.38 -3.92 0.26
C -0.11 -3.20 0.21
O -0.45 -2.01 -0.08
C 1.22 -3.65 0.40
F 2.25 -2.78 0.29
C 1.55 -4.96 0.71
F 2.84 -5.30 0.87

=====

[2]
118
Properties=species:S:1:pos:R:3 method="wB97M-V/def2-TZVPD" e_homo_ev=-3.9195 e_above_lowest_kj_mol=479.5 gap_ev=5.62 spin_multiplicity=1 total_charge=-1
Ca -1.55 0.68 -0.71
C -4.77 -1.22 -3.27
C -3.89 -0.64 -2.20
N -3.21 0.43 -2.34
C -3.18 1.23 -3.54
C -2.62 2.61 -3.18
N -1.35 2.48 -2.48
C -0.78 3.71 -1.96
C 0.42 3.39 -1.06
N 0.05 2.49 0.02
C -0.62 3.13 1.15
C -1.07 2.11 2.19
N -1.81 1.04 1.54
C -2.30 0.05 2.20
C -2.16 -0.03 3.69
C -2.95 -1.01 1.37
C -5.14 -2.54 1.55
C -4.98 -3.21 0.25
C -4.39 -2.68 -0.82
C -3.80 -1.36 -0.87
N -3.26 -0.68 0.11
H -4.18 -1.91 -3.88
H -5.14 -0.43 -3.93
H -5.61 -1.75 -2.85
H -4.16 1.35 -4.01
H -2.51 0.74 -4.26
H -3.32 3.11 -2.50
H -2.54 3.24 -4.09
H -0.68 2.00 -3.07
H -1.56 4.22 -1.39
H -0.47 4.41 -2.76
H 0.86 4.33 -0.68
H 1.19 2.89 -1.65
H 0.86 1.96 0.36
H -1.50 3.66 0.77
H 0.03 3.88 1.63
H -1.69 2.63 2.93
H -0.19 1.69 2.70
H -2.04 0.97 4.10
H -1.27 -0.62 3.93
H -3.02 -0.50 4.16
H -5.44 -3.31 2.27
H -5.39 -4.21 0.16
H -4.38 -3.24 -1.74
B -6.35 -1.34 1.58
N -3.75 -2.17 2.13
C -3.61 -2.47 3.47
C -2.37 -3.01 3.67
C -1.71 -3.02 2.46
N -2.51 -2.55 1.47
N -5.97 0.06 2.13
C -5.96 0.44 3.41
C -5.73 1.80 3.48
C -5.62 2.17 2.13
N -5.77 1.13 1.33
H -7.20 -1.78 2.33
H -6.77 -1.20 0.46
H -4.45 -2.33 4.12
H -1.99 -3.38 4.61
H -0.73 -3.37 2.20
H -6.16 -0.27 4.19
H -5.67 2.42 4.35
H -5.45 3.15 1.71
F -2.34 -3.04 -6.49
C -1.74 -2.48 -5.39
C -0.99 -1.33 -5.53
C -0.38 -0.78 -4.42
C -0.50 -1.34 -3.13
C 0.06 -0.73 -1.96
C -1.27 -2.53 -3.05
C -1.87 -3.09 -4.15
H -0.88 -0.89 -6.51
H 0.23 0.10 -4.55
H 0.90 -0.06 -2.16
H 0.32 -1.43 -1.16
H -1.37 -3.01 -2.08
H -2.44 -4.01 -4.07
C 5.18 -3.26 0.67
Si 5.42 -1.69 1.69
C 4.93 -2.08 3.46
C 7.27 -1.30 1.72
Si 4.02 -0.01 0.83
Te 1.75 -0.39 1.68
Si 4.42 -0.01 -1.48
C 3.65 -1.46 -2.39
C 3.85 1.56 -2.37
C 6.29 -0.12 -1.76
Si 4.74 2.04 1.71
C 3.61 3.47 1.20
C 6.50 2.54 1.23
C 4.67 1.95 3.59
H 5.63 -4.12 1.17
H 5.63 -3.17 -0.32
H 4.12 -3.46 0.53
H 5.48 -2.95 3.83
H 3.86 -2.29 3.52
H 5.13 -1.24 4.12
H 7.83 -2.20 1.98
H 7.49 -0.54 2.46
H 7.64 -0.95 0.76
H 2.58 -1.52 -2.21
H 4.10 -2.40 -2.08
H 3.81 -1.35 -3.47
H 2.77 1.61 -2.42
H 4.24 1.55 -3.39
H 4.21 2.47 -1.89
H 6.66 -1.11 -1.50
H 6.84 0.61 -1.16
H 6.53 0.07 -2.81
H 3.51 3.56 0.12
H 4.01 4.41 1.58
H 2.62 3.33 1.61
H 6.57 2.79 0.18
H 7.21 1.74 1.43
H 6.81 3.42 1.80
H 3.68 1.63 3.91
H 4.88 2.93 4.03
H 5.39 1.24 3.98

=====

| no. | M (Da) |
| --- | --- |
| 1 | 798.6 |
| 2 | 944.8 |